26
Properties=species:S:1:pos:R:3:forces:R:3:nbo_charge:R:1 method="wB97M-V/def2-TZVPD" charge=+1 lumo_ev=-6.15 multiplicity=1 homo_ev=-11.10
Cu 25.4647 -1.7726 8.2687 0.252 1.082 -1.152 0.938
Cu 24.1091 -2.7312 5.6897 0.622 1.802 0.265 0.961
O 24.9579 -0.8156 6.4754 -0.803 -3.024 0.888 -1.412
N 22.4821 -0.4281 7.9139 0.748 -0.518 -1.900 -0.538
C 28.6484 -2.7570 7.6382 0.547 -0.355 -1.119 -0.262
C 30.1181 -0.9375 8.2350 -0.535 0.485 -0.769 -0.190
C 29.4391 -0.1419 7.3101 -0.115 0.347 0.171 -0.192
C 22.0547 -1.3805 8.7935 0.209 1.409 0.486 -0.130
C 28.0591 -1.9933 6.6106 0.186 -0.614 1.829 -0.247
C 28.4407 -0.6612 6.5100 -0.842 -0.129 -0.489 -0.222
C 21.1109 -0.7407 9.5702 -0.795 -1.307 -0.307 -0.280
C 29.7284 -2.2569 8.3555 0.159 0.119 0.896 -0.194
C 21.7243 0.7168 7.9277 0.672 -1.585 1.399 -0.075
C 20.8482 0.5065 8.9759 0.024 1.537 0.215 -0.281
H 29.6289 0.9217 7.2387 0.268 -0.059 -0.016 0.228
H 22.0541 1.5531 7.3401 -0.415 0.181 -0.053 0.222
H 28.4523 -3.8219 7.6960 -0.240 0.038 0.155 0.219
H 30.2622 -2.8630 9.0778 -0.182 -0.228 -0.089 0.228
H 25.1846 0.0518 6.1504 0.212 0.162 -0.232 0.506
H 27.8761 -0.0435 5.8217 0.336 0.204 -0.071 0.217
H 22.4662 -2.3786 8.7911 -0.014 -0.026 0.160 0.187
H 27.2891 -2.4865 6.0317 0.013 0.378 -0.395 0.200
H 30.9039 -0.4839 8.8210 0.089 -0.249 0.105 0.234
H 20.2048 1.2922 9.3444 -0.225 -0.295 0.047 0.233
H 23.2569 -0.5889 7.2792 -0.097 0.322 -0.109 0.415
H 20.5617 -1.2480 10.3488 -0.073 0.323 0.086 0.232

***

26
Properties=species:S:1:pos:R:3:forces:R:3:nbo_charge:R:1 method="wB97M-V/def2-TZVPD" charge=+1 lumo_ev=-4.79 multiplicity=1 homo_ev=-12.77
O 2.5742 1.1415 0.3346 -0.745 -0.847 -0.164 -0.377
N -2.2011 -0.2161 -0.0673 -1.360 1.747 1.002 -0.449
C 3.7413 -1.1588 -0.2331 -1.746 0.917 -0.189 -0.132
C 5.1962 -0.9389 -0.2254 1.752 0.914 0.299 -0.671
C -0.7598 -0.5316 0.0225 2.418 0.695 0.479 0.142
C 1.5109 0.3630 0.1979 -0.630 0.201 -0.347 0.636
C -0.4016 1.9513 0.4467 -1.287 1.917 3.198 -0.276
C 0.0992 0.5986 0.2495 -0.403 -1.903 -1.434 -0.401
C -0.1349 3.1202 -0.1536 -1.060 -2.468 1.512 -0.287
C -2.9839 -0.9369 0.9639 4.384 -2.050 1.324 -0.399
C 2.7081 -0.3189 -0.0501 1.158 -0.674 0.300 0.170
C -2.6769 -0.6017 -1.3956 3.502 -2.006 -0.983 -0.421
H 0.2812 3.0520 -1.0763 1.803 0.300 -2.568 0.193
H -1.7990 -1.3031 -1.7389 -1.855 1.285 -0.015 0.259
H 5.6975 -0.0933 0.2932 -1.185 -0.022 -0.257 0.249
H -3.9936 -0.8320 0.8225 -2.375 0.548 -0.362 0.225
H 5.5995 -0.9000 -1.2572 -0.304 -0.355 0.432 0.258
H -2.6057 -0.5652 1.9697 -0.721 -0.818 -1.151 0.234
H -0.4385 4.0553 0.2128 -0.582 0.932 0.450 0.223
H -2.7717 0.2593 -1.9810 0.057 1.122 -1.107 0.230
H 5.6154 -1.7910 0.3005 0.227 -0.382 -0.313 0.247
H -3.5653 -1.1537 -1.3937 -1.340 -0.715 0.372 0.232
H -2.6407 -1.9869 0.7190 -0.743 0.786 1.145 0.242
H -1.0393 2.0134 1.4198 1.137 0.055 -1.500 0.202
H 3.5532 -2.1921 -0.5290 -0.778 0.307 0.203 0.256
H -2.5029 0.7478 0.0989 0.679 0.514 -0.325 0.415

***

2
Properties=species:S:1:pos:R:3:forces:R:3:mulliken_charge:R:1 method="wB97M-V/def2-TZVPD" lumo_ev=-1.91 multiplicity=1 homo_ev=-10.62
H -0.4877 0.3348 -0.7348 1.723 -1.183 2.596 0.000
H 0.4877 -0.3348 0.7348 -1.723 1.183 -2.596 0.000

***

87
Properties=species:S:1:pos:R:3:forces:R:3:mulliken_charge:R:1 method="wB97M-V/def2-TZVPD" lumo_ev="-0.56 / -0.88" multiplicity=5 homo_ev="-8.36 / -8.36"
Fe -2.3467 13.6534 13.9109 -1.979 -1.606 -0.252 0.743
O -3.9966 14.8734 13.7847 0.911 -1.693 0.181 -0.839
O -3.9982 19.6855 14.7889 -0.103 0.885 0.809 -0.755
O -3.5826 12.2924 15.0642 -0.180 0.840 -0.739 -0.123
O -2.3007 8.9024 18.1486 1.156 -1.257 1.093 -0.752
O -11.3421 16.1904 16.0489 0.591 -1.033 0.196 -0.469
O -5.7280 15.4144 8.9019 -0.755 -0.034 -1.863 -0.679
O -2.5955 12.3416 12.1279 -0.603 2.028 -0.908 -0.464
O -0.5893 12.2913 13.8107 -0.372 2.841 -1.065 -0.629
O -4.9961 15.1152 20.0060 0.499 0.805 0.617 -0.717
N -5.0084 15.8487 10.9471 0.734 2.866 1.728 -0.230
N -3.5086 10.3712 12.2653 -1.824 -1.314 0.594 -0.387
N -0.6249 10.7748 15.3811 -3.756 -3.760 5.323 -0.233
N -5.4111 13.3712 18.7353 -0.810 -5.173 0.374 -0.084
N -4.4562 17.5917 15.5035 -0.422 -1.171 2.267 -0.213
N -10.8326 14.9134 16.5001 0.026 -0.944 0.153 0.359
N -5.0558 15.2176 17.7356 0.673 2.239 -2.013 0.174
N -4.0283 18.0020 13.4648 1.193 -4.481 -10.445 -0.179
N -2.4301 10.9199 10.4172 1.040 -0.636 -3.699 -0.407
N -4.0353 9.4469 16.9928 -4.912 -1.101 -3.078 -0.236
N 1.1263 10.7807 14.1438 -0.158 0.847 -1.314 -0.468
N -2.6985 11.0228 17.6434 0.353 3.289 -0.221 -0.282
N -5.2888 13.7925 10.4787 -0.309 -2.598 0.001 -0.193
C -9.4018 12.9342 18.0103 1.667 1.201 -0.888 -0.715
C -8.4172 15.6020 16.7074 -0.663 1.602 -1.924 -1.356
C -0.0974 11.3606 14.4159 3.644 0.557 -2.883 0.521
C -5.1444 14.1117 14.2038 0.509 0.574 0.756 1.246
C -12.8347 14.5371 17.7379 -0.961 0.409 0.340 -2.157
C -10.8795 15.6797 18.8562 0.425 0.357 1.852 -1.679
C -10.8289 13.1963 18.3723 0.202 1.234 0.635 -1.312
C -9.1066 13.2425 16.5457 0.072 -2.100 0.481 -0.630
C -5.0770 14.6101 18.9055 -0.801 1.572 1.667 0.552
C -4.9079 12.8299 15.0803 1.255 -0.387 -0.120 2.987
C -2.9916 9.7595 17.6297 4.105 -2.192 3.034 0.656
C -11.3344 14.6464 17.8780 0.420 -1.351 -1.227 1.774
C -2.9424 11.3066 11.5406 2.274 0.840 3.401 0.615
C -9.4356 14.6453 16.0826 -0.851 -1.268 0.636 1.439
C -4.1508 18.4884 14.5809 -0.156 4.902 5.065 0.340
C -5.4022 15.0481 9.9938 0.100 -1.285 -0.374 0.494
C -9.4204 14.5057 14.5460 1.687 1.354 1.191 -1.731
H -2.4777 9.9422 10.1681 0.034 0.381 -0.211 0.163
H -9.7941 15.6797 18.9559 -0.049 -0.016 -0.019 0.332
H -5.7946 13.8593 13.3662 0.110 -0.120 -0.313 0.606
H -4.7022 15.4042 11.8007 0.430 1.092 0.318 0.297
H -1.4790 11.0748 15.8290 -0.094 0.243 -0.357 0.244
H -8.0475 13.0572 16.3669 0.440 0.431 0.139 -0.199
H -9.2207 15.4809 14.1017 -1.045 0.149 -0.443 0.405
H -11.4344 12.3202 18.1404 -0.441 0.428 -0.594 0.367
H -5.7297 14.7879 14.8269 -0.454 0.105 0.084 -1.063
H -10.2798 13.9118 14.2349 0.293 0.320 -0.319 0.443
H -13.3277 14.1024 18.6075 0.294 -0.381 0.138 0.421
H -7.5561 15.8006 16.0694 0.550 -0.879 0.128 0.239
H -8.9857 11.9560 18.2512 -0.442 -0.171 0.174 0.519
H -4.2632 8.4630 16.9988 -0.417 0.444 -0.304 0.216
H -5.1749 12.9528 16.1300 -0.038 0.764 0.211 -3.425
H -4.9157 13.7120 11.4138 -0.126 -0.537 -0.362 0.007
H -0.5181 9.7705 15.3883 0.193 0.096 0.636 0.241
H -5.5789 12.9685 17.8244 -0.063 0.057 0.527 -0.406
H -8.9252 16.5350 16.4635 -0.090 0.680 1.020 0.485
H -10.8694 13.2894 19.4575 -0.214 -0.170 0.163 0.504
H -13.3425 15.4987 17.6637 0.252 0.239 -0.331 0.410
H -8.4408 14.0555 14.3852 -0.179 -0.763 -0.504 0.231
H -3.0933 11.4257 16.8056 0.272 1.926 0.034 -0.276
H -4.0711 17.0146 13.2566 -0.121 -0.219 0.661 0.089
H -5.0118 16.2266 17.7368 0.394 -0.403 -0.373 0.016
H -3.9006 18.4953 12.5927 0.118 0.770 0.817 0.184
H -1.9522 11.3733 18.2267 -0.188 -0.004 -0.493 0.201
H -13.0696 13.9435 16.8544 -0.061 -0.079 0.085 0.446
H -5.6713 12.1046 14.7987 -0.024 -0.445 -0.597 0.504
H -8.7108 13.6517 18.4529 -0.241 -0.024 1.064 0.162
H -4.7805 16.7750 10.6151 0.067 -0.045 0.721 0.141
H 1.6499 11.1535 13.3647 0.127 -0.269 0.331 0.265
H -11.1834 16.7251 18.8025 -0.234 -0.124 -0.979 0.297
H -12.0339 15.7921 15.5157 -0.330 0.786 -0.402 0.360
H -5.6384 12.9585 10.0289 0.021 0.485 -0.049 0.169
H -11.2561 15.4005 19.8402 -0.012 -0.189 0.235 0.475
H -1.7363 11.4939 9.9598 -0.299 -0.053 0.088 0.254
H -4.7851 18.0160 16.3591 -0.136 -0.612 -0.073 0.205
H -4.8696 14.6257 16.9387 -0.015 0.892 -0.211 -0.151
H 1.5459 10.2009 14.8564 0.124 0.337 -0.393 0.199
H -4.5922 10.2190 16.6553 -0.584 -0.818 -0.259 0.202
H -3.7867 10.7128 13.1742 -0.206 -0.573 0.358 0.131
H -8.1495 15.5070 17.7598 -0.138 -0.102 -0.347 0.086
H -5.5381 12.7985 19.5575 0.142 0.044 -0.285 0.198
H -9.5023 12.3984 15.9809 -0.875 0.406 -0.669 0.505
H -3.6493 9.4510 11.8733 -0.415 0.193 0.664 0.181
H -4.7215 16.6983 15.1143 -0.249 -0.127 0.908 0.141